Record 1
DFT (ωB97M-V/def2-TZVPD) results for one molecule with the formula C8H8O3.

Last column: Mulliken charge in e.
CARTESIAN COORDINATES (ANGSTROEM)
C  3.1608  0.6231  -0.0069  -1.87
C  1.6469  0.3654  0.0074  0.91
C  0.7274  1.4606  -0.0226  -0.75
C  -0.6716  1.2257  -0.0201  0.60
C  -1.2451  -0.1162  -0.0292  0.30
C  -2.5675  -0.4421  0.0236  -0.23
C  -0.2528  -1.1914  -0.0402  -0.65
C  1.1380  -0.9247  0.0485  0.61
H  3.7518  0.2987  -0.6901  0.51
H  3.5918  1.5343  0.2282  0.52
H  3.5303  0.2154  0.8595  0.49
H  0.8993  2.6989  -0.0535  0.13
H  -2.2286  2.2470  0.0535  0.22
H  -3.3599  0.2891  0.5144  0.14
H  -0.9809  -2.1400  0.0994  0.23
H  1.5611  -2.6928  0.0974  0.29
O  -1.3979  2.3651  -0.0340  -0.48
O  -2.9799  -1.5222  -0.0314  -0.44
O  2.0801  -1.8996  -0.0435  -0.53

Computed properties:
Maximum force in eV/Å: 9.34
Multiplicity: 1
ΔE to the lowest compared entry with this formula, charge and spin in eV: 4.2897
LUMO energy in eV: -0.23


Record 2
DFT (ωB97M-V/def2-TZVPD) results for C22H44O30PPbS2Zn as an isolated structure.

Last column: Mulliken charge in e.
CARTESIAN COORDINATES (ANGSTROEM)
Zn  0.1111  0.6363  2.2256  2.91
Pb  -0.4857  -3.4826  -0.3597  1.31
P  -0.8869  -0.6221  -0.1356  0.15
O  -2.0069  0.2654  -0.6301  -0.51
O  -0.9756  -1.6768  1.0719  -0.85
O  0.3005  0.2313  0.4215  -0.99
O  -0.2360  -1.5672  -1.1955  -0.35
C  -0.2767  0.7970  -4.3354  -0.07
C  0.9713  -0.1517  -4.3076  0.24
O  2.0391  0.5026  -5.0140  -0.47
S  1.8444  2.0594  -4.5981  1.07
O  2.4726  2.8937  -5.5676  -0.58
O  2.1797  2.1735  -3.1842  -0.39
O  0.2269  2.2070  -4.6480  -0.39
H  -0.8683  0.9036  -3.4545  0.02
H  -0.8157  0.6187  -5.2283  0.38
H  0.6731  -1.0862  -4.7876  0.61
H  1.2843  -0.2429  -3.2809  -0.45
C  -5.7755  -0.2202  -0.9949  -0.43
C  -4.8622  0.6968  -1.7798  0.45
O  -5.4815  0.6494  -3.2350  -0.36
S  -6.7637  -0.2906  -3.1750  1.11
O  -6.6815  -1.2019  -4.2894  -0.54
O  -7.9678  0.5010  -2.9997  -0.59
O  -6.4022  -1.1143  -1.9162  -0.33
H  -6.5756  0.3521  -0.5161  0.40
H  -5.2744  -0.8382  -0.2520  0.26
H  -3.7930  0.4626  -1.8839  -0.39
H  -4.8708  1.7010  -1.3963  0.50
C  3.8970  0.1313  1.7777  -0.82
O  3.8223  0.3666  3.1880  -0.46
C  2.7386  0.3045  3.9016  0.63
O  1.6687  -0.0308  3.4526  -0.59
O  3.0006  0.7436  5.1292  -0.35
C  1.8627  0.6938  6.0090  -0.67
H  4.9152  0.0162  1.5865  0.41
H  3.4908  0.9058  1.1317  0.22
H  3.3822  -0.7986  1.6651  0.47
H  2.1941  1.1010  7.0036  0.27
H  1.6245  -0.3132  6.2948  0.36
H  0.9746  1.2405  5.6979  0.23
C  3.1781  -1.8746  -1.8150  0.01
O  3.7586  -3.2092  -2.0403  -0.39
C  2.9712  -4.2110  -1.7198  0.63
O  1.8042  -4.1471  -1.3936  -0.33
O  3.6368  -5.3122  -1.8346  -0.35
C  3.0152  -6.4990  -1.2449  -0.66
H  2.4098  -1.6016  -2.5709  -0.01
H  4.0196  -1.2037  -1.9687  0.33
H  2.8797  -1.8742  -0.8114  0.03
H  3.7540  -7.2409  -1.1331  0.30
H  2.1953  -6.9177  -1.8469  0.23
H  2.6369  -6.2337  -0.2466  0.29
C  -4.0319  0.6081  1.9932  0.06
O  -3.6805  -0.6732  2.7325  -0.39
C  -2.4323  -0.8329  3.2585  0.85
O  -1.5798  0.0215  3.3204  -0.58
O  -2.4323  -2.0057  3.8258  -0.35
C  -1.3102  -2.3317  4.6051  -0.72
H  -5.0769  0.5260  1.7056  0.28
H  -3.3247  0.6687  1.1575  -0.36
H  -3.9229  1.5596  2.4974  0.35
H  -1.6644  -3.1650  5.1673  0.29
H  -0.9991  -1.4458  5.1871  0.30
H  -0.4825  -2.6481  3.9959  0.25
C  4.4855  4.2079  2.5534  -0.61
O  3.5842  4.5252  1.4645  -0.14
C  4.3137  4.9100  0.3546  0.61
O  5.4702  5.1870  0.4351  -0.55
O  3.5883  5.0006  -0.7376  -0.34
C  2.2395  4.5795  -0.7819  -0.17
H  5.0182  5.0841  2.9131  0.32
H  5.2443  3.5394  2.1819  0.37
H  3.9184  3.7581  3.3560  0.07
H  2.0832  3.5530  -0.4167  -0.07
H  1.9116  4.5547  -1.8425  0.25
H  1.6569  5.2309  -0.1147  0.29
C  -3.5621  -2.1924  -3.1445  -0.27
O  -2.8079  -3.0474  -4.0844  -0.38
C  -2.1910  -4.0949  -3.4244  0.83
O  -2.1887  -4.1723  -2.2154  -0.69
O  -1.4630  -4.8079  -4.2728  -0.38
C  -0.5802  -5.8457  -3.6092  -0.41
H  -4.1552  -1.5856  -3.8475  0.23
H  -2.8421  -1.6489  -2.5127  -0.08
H  -4.1663  -2.8615  -2.5239  0.35
H  -0.2941  -6.3214  -4.5370  0.33
H  -1.1496  -6.4908  -2.9422  0.33
H  0.2752  -5.3409  -3.1497  0.03
C  1.2005  4.4591  4.6294  -0.50
O  0.7155  4.7209  3.3385  -0.33
C  0.1759  3.7286  2.7156  0.69
O  0.1436  2.5406  3.0954  -0.71
O  -0.2807  4.1035  1.5450  -0.38
C  -0.9355  3.1714  0.7643  -0.74
H  1.7919  3.5300  4.6600  0.02
H  0.3208  4.2971  5.2596  0.34
H  1.7331  5.2692  5.0462  0.27
H  -0.2112  2.4607  0.3247  0.29
H  -1.2752  3.8714  -0.0117  0.28
H  -1.7643  2.6528  1.3199  0.35

Computed properties:
Maximum force in eV/Å: 4.08
Multiplicity: 1
Net charge: +1
LUMO energy in eV: -2.74


no.,E_HOMO (eV),M (g/mol),frontier orbital gap (eV)
1,-8.412,152.149,8.2
2,-12.248,1156.262,9.5